A structure of composition C5H12O3 in a non-equilibrium geometry. Source: the Open Molecules 2025 dataset; level of theory: the ωB97M-V functional and the def2-TZVPD basis.

ΔE to the lowest compared entry with this formula, charge and spin: 87.9 kcal/mol
2S+1: 1
Calculated total energy: -11518.955 eV
E_HOMO: -0.307 Eh
Frontier orbital gap: 8.80 eV

Positions of all 20 atoms, in Å:
C1 0.02928 -0.13716 -1.17659
C2 -1.03245 -0.11499 -0.24293
C3 1.75327 0.20426 2.24897
C4 0.28190 -1.39823 -1.97601
C5 -1.70529 1.13216 0.20990
O1 0.93394 0.28178 1.12625
O2 0.08883 1.01844 -1.99197
O3 -1.44270 -1.29102 0.24259
H1 0.68124 1.65208 -1.57443
H2 -1.86215 -1.16325 1.10361
H3 0.91943 -0.01962 -0.13009
H4 2.72295 0.70497 2.09655
H5 1.27693 0.72227 3.09697
H6 1.94434 -0.82913 2.58035
H7 1.27011 -1.34018 -2.42993
H8 -0.44635 -1.50269 -2.78264
H9 0.21872 -2.27667 -1.33717
H10 -2.22328 0.98337 1.15837
H11 -2.42882 1.44399 -0.55352
H12 -0.97991 1.92961 0.33173